Record 1
Density functional theory data (ωB97M-V/def2-TZVPD) for a molecular structure, C27H35ClN4O4P2Pb at a distorted geometry.

The total charge is +2. As for the HOMO-LUMO gap (spin up / spin down): 1.6 / 2.7 eV. For the HOMO energy (spin up / spin down), the calculation gives -11.96 / -11.96 eV.

CARTESIAN COORDINATES (ANGSTROEM)
Pb  -0.271  -2.554  6.261
C  -1.264  2.096  4.583
C  -1.663  1.403  3.518
C  -0.922  1.193  2.231
C  0.234  0.167  2.235
C  1.385  0.430  3.172
C  1.650  1.517  3.909
C  1.049  2.874  3.725
C  -0.137  3.096  4.682
C  1.826  -1.929  6.444
H  -1.930  2.126  5.456
H  -2.694  1.009  3.492
H  -0.606  2.145  1.773
H  -1.698  0.777  1.572
H  -0.210  -0.825  2.465
H  0.638  0.066  1.206
H  2.032  -0.448  3.295
H  2.304  1.436  4.781
H  0.752  3.058  2.691
H  1.838  3.613  3.937
H  0.281  3.135  5.704
H  -0.608  4.073  4.474
H  2.050  -1.582  7.464
H  2.007  -1.095  5.751
H  2.452  -2.787  6.126
P  1.345  -1.186  -2.622
P  -1.874  -0.776  -2.312
N  2.782  -0.170  -2.663
N  2.052  -2.446  -3.675
N  -2.058  0.986  -2.169
N  -3.530  -1.064  -2.813
C  0.395  -0.286  -3.945
C  -1.080  -0.724  -3.995
C  3.300  0.437  -1.506
C  4.341  1.278  -1.877
C  4.468  1.207  -3.306
C  3.487  0.333  -3.762
C  2.205  -3.772  -3.244
C  2.721  -4.525  -4.293
C  2.887  -3.647  -5.415
C  2.448  -2.391  -5.013
C  -1.779  1.627  -0.959
C  -1.902  2.999  -1.131
C  -2.224  3.222  -2.504
C  -2.288  1.980  -3.121
C  -4.376  -0.340  -3.665
C  -5.485  -1.121  -3.964
C  -5.320  -2.376  -3.285
C  -4.121  -2.325  -2.595
H  0.843  -0.442  -4.936
H  0.485  0.787  -3.710
H  -1.641  -0.070  -4.676
H  -1.171  -1.750  -4.388
H  2.874  0.200  -0.542
H  4.937  1.887  -1.217
H  5.181  1.727  -3.925
H  3.248  0.038  -4.768
H  1.928  -4.044  -2.237
H  2.951  -5.578  -4.273
H  3.276  -3.893  -6.391
H  2.378  -1.482  -5.588
H  -1.513  1.026  -0.109
H  -1.768  3.749  -0.361
H  -2.392  4.175  -2.990
H  -2.479  1.728  -4.154
H  -4.136  0.659  -3.982
H  -6.310  -0.828  -4.597
H  -6.003  -3.211  -3.316
H  -3.616  -3.046  -1.971
O  -1.325  0.371  9.118
Cl  -0.382  -0.262  8.249
O  0.933  0.319  8.300
O  -0.296  -1.755  8.546
O  -0.891  -0.218  6.804

Cartesian forces (eV/Å) of the 2 atoms listed first:
Pb -1.869 1.147 1.021
C -0.417 0.531 0.397

Löwdin atomic charge list, values in e, 2 entries:
1 Pb 1.65
2 C -0.11

Record 2
Density functional theory data (ωB97M-V/def2-TZVPD) for a molecular structure, C27H35ClN4P2Ti at a distorted geometry.

As for the relative energy (zero: lowest compared OMol25 entry of this formula, charge and spin): 2.311 eV. As for the HOMO-LUMO gap (spin up / spin down): 6.3 / 5.5 eV. For the HOMO energy (spin up / spin down), the calculation gives -7.08 / -7.69 eV. As for the spin multiplicity: 3.

CARTESIAN COORDINATES (ANGSTROEM)
Ti  -0.649  1.035  0.110
C  -2.128  1.295  -2.743
C  -1.769  0.047  -2.333
C  -0.649  -0.735  -3.011
C  0.622  0.070  -2.987
C  0.753  0.737  -1.632
C  0.304  2.096  -1.330
C  -0.266  3.046  -2.405
C  -1.277  2.362  -3.377
C  -0.023  1.616  2.177
H  -3.191  1.553  -2.773
H  -2.443  -0.548  -1.727
H  -0.887  -1.024  -4.055
H  -0.561  -1.673  -2.436
H  1.483  -0.582  -3.111
H  0.671  0.737  -3.856
H  1.741  0.502  -1.238
H  0.975  2.626  -0.640
H  0.586  3.508  -2.937
H  -0.824  3.902  -2.004
H  -1.980  3.148  -3.707
H  -0.737  2.109  -4.295
H  -0.850  2.341  2.356
H  0.907  2.155  2.323
H  -0.095  0.833  2.954
P  1.652  -0.946  0.818
P  -0.666  -2.075  1.845
N  3.222  0.108  0.459
N  2.600  -1.887  1.906
N  -2.153  2.133  -0.200
N  -2.287  -2.693  1.812
C  1.222  -2.270  -0.344
C  -0.019  -2.986  0.325
C  3.118  1.503  0.510
C  4.171  2.063  -0.187
C  5.000  1.002  -0.659
C  4.393  -0.191  -0.249
C  3.404  -1.285  2.896
C  4.245  -2.267  3.401
C  3.932  -3.489  2.736
C  2.919  -3.237  1.842
C  -1.940  3.506  -0.202
C  -3.197  4.148  -0.240
C  -4.170  3.147  -0.249
C  -3.500  1.906  -0.314
C  -3.358  -2.541  0.914
C  -4.537  -2.867  1.584
C  -4.199  -3.188  2.921
C  -2.825  -3.051  3.068
H  2.010  -3.006  -0.502
H  1.038  -1.840  -1.334
H  -0.840  -2.980  -0.388
H  0.241  -4.031  0.647
H  2.291  1.980  1.021
H  4.290  3.131  -0.385
H  5.920  1.105  -1.231
H  4.697  -1.211  -0.389
H  3.317  -0.226  3.123
H  5.013  -2.099  4.133
H  4.413  -4.437  2.851
H  2.403  -3.875  1.160
H  -0.944  3.952  -0.151
H  -3.285  5.217  -0.356
H  -5.239  3.277  -0.285
H  -3.939  0.926  -0.334
H  -3.181  -2.271  -0.111
H  -5.527  -2.848  1.192
H  -4.883  -3.463  3.708
H  -2.142  -3.192  3.906
Cl  -2.397  0.193  2.009

Cartesian forces (eV/Å) of the 2 atoms listed first:
Ti -1.228 -2.182 4.962
C -0.183 -1.073 -0.682

Löwdin atomic charge list, values in e, 2 entries:
1 Ti 0.83
2 C -0.07

Record 3
Density functional theory data (ωB97M-V/def2-TZVPD) for a molecular structure, C27H35F5N4OP2TeZn at a distorted geometry.

As for the relative energy (zero: lowest compared OMol25 entry of this formula, charge and spin): 0.000 eV. As for the HOMO-LUMO gap: 5.9 eV. For the HOMO energy, the calculation gives -8.37 eV.

CARTESIAN COORDINATES (ANGSTROEM)
Zn  -4.088  -3.695  1.214
C  1.144  -5.049  0.109
C  0.996  -3.916  0.806
C  0.879  -2.499  0.304
C  -0.406  -2.082  -0.454
C  -0.549  -2.424  -1.927
C  0.018  -3.444  -2.585
C  1.358  -4.032  -2.232
C  1.413  -5.284  -1.335
C  -4.944  -3.954  -0.555
H  1.073  -5.970  0.681
H  0.800  -3.996  1.886
H  1.776  -2.145  -0.225
H  0.881  -1.906  1.243
H  -1.260  -2.486  0.113
H  -0.461  -0.988  -0.374
H  -1.351  -1.837  -2.406
H  -0.465  -3.862  -3.504
H  1.988  -3.279  -1.743
H  1.812  -4.332  -3.183
H  0.690  -6.044  -1.668
H  2.406  -5.766  -1.458
H  -5.441  -4.928  -0.378
H  -4.317  -4.015  -1.455
H  -5.684  -3.144  -0.643
P  -0.740  2.793  -0.768
P  0.725  2.070  2.131
N  -0.247  2.825  -2.464
N  -1.720  4.318  -0.966
N  2.333  1.560  1.566
N  1.275  2.540  3.771
C  0.788  3.685  -0.207
C  0.871  3.760  1.328
C  -0.526  1.777  -3.345
C  -0.026  2.110  -4.605
C  0.590  3.403  -4.494
C  0.453  3.810  -3.169
C  -3.086  4.350  -0.670
C  -3.536  5.665  -0.774
C  -2.421  6.474  -1.142
C  -1.331  5.620  -1.269
C  2.437  0.404  0.788
C  3.753  0.223  0.404
C  4.482  1.372  0.856
C  3.579  2.196  1.516
C  2.459  3.043  4.323
C  2.268  3.298  5.682
C  0.901  2.989  5.973
C  0.311  2.561  4.797
H  0.850  4.715  -0.588
H  1.660  3.146  -0.615
H  1.811  4.259  1.626
H  0.028  4.350  1.732
H  -1.049  0.912  -2.980
H  -0.102  1.516  -5.495
H  1.054  3.983  -5.270
H  0.811  4.705  -2.682
H  -3.593  3.433  -0.412
H  -4.547  6.008  -0.603
H  -2.390  7.544  -1.292
H  -0.307  5.866  -1.544
H  1.533  -0.144  0.557
H  4.157  -0.638  -0.124
H  5.540  1.580  0.713
H  3.729  3.188  1.926
H  3.358  3.167  3.745
H  3.024  3.657  6.370
H  0.421  3.076  6.943
H  -0.701  2.255  4.570
F  -4.292  -7.144  0.046
Te  -2.484  -6.830  0.596
F  -0.670  -6.842  1.170
F  -2.061  -5.977  -1.067
F  -2.865  -7.958  2.065
F  -2.005  -8.410  -0.338
O  -2.771  -5.186  1.455

Cartesian forces (eV/Å) of the 2 atoms listed first:
Zn 1.187 -1.723 -1.059
C 0.351 0.169 0.875

Löwdin atomic charge list, values in e, 2 entries:
1 Zn 0.96
2 C -0.13